1.
The following is a DFT calculation (ωB97M-V with the def2-TZVPD basis set) of a molecular structure, C43H50N7SSiTi in a non-equilibrium geometry.

ORCA input file:
```
! wB97M-V def2-TZVPD RIJCOSX def2/J DEFGRID3
* xyz 2 2
Ti -0.566 0.237 0.581
C -2.834 2.293 1.513
N -2.681 1.127 0.602
C -3.129 1.387 -0.795
C -2.136 0.921 -1.828
C -2.493 0.900 -3.164
C -1.531 0.662 -4.120
C -0.219 0.453 -3.714
C 0.055 0.446 -2.372
N -0.882 0.660 -1.430
C -3.348 -0.071 1.187
C -2.637 -0.422 2.478
C -3.297 -0.769 3.632
C -2.561 -0.993 4.786
C -1.192 -0.836 4.748
C -0.596 -0.486 3.556
N -1.302 -0.305 2.430
C -1.521 2.781 2.068
C -1.526 3.779 3.015
C -0.326 4.340 3.409
C 0.838 3.911 2.788
C 0.756 2.893 1.866
N -0.396 2.287 1.530
H -3.516 2.058 2.321
H -3.269 3.120 0.962
H -3.200 2.456 -0.947
H -4.113 0.961 -0.981
H -3.522 1.106 -3.444
H -1.792 0.660 -5.174
H 0.578 0.289 -4.429
H 1.058 0.275 -2.016
H -3.274 -0.886 0.470
H -4.400 0.103 1.390
H -4.378 -0.853 3.631
H -3.060 -1.270 5.708
H -0.576 -0.980 5.628
H 0.473 -0.360 3.487
H -2.469 4.131 3.422
H -0.301 5.112 4.168
H 1.799 4.363 3.008
H 1.642 2.558 1.353
C 1.521 0.133 0.727
Si 2.091 -1.651 0.698
C 0.787 -2.394 -0.456
N -0.649 -2.116 -0.073
C -1.542 -2.394 -1.251
C -1.836 -3.870 -1.445
C -2.693 -4.402 -0.280
C -2.435 -3.581 0.997
C -0.997 -3.084 1.038
C 2.171 -2.141 2.500
C 2.873 -1.267 3.347
C 2.967 -1.502 4.717
C 2.348 -2.620 5.275
C 1.684 -3.521 4.451
C 1.612 -3.289 3.077
C 3.715 -2.015 -0.087
C 4.850 -2.296 0.682
C 6.067 -2.595 0.075
C 6.168 -2.621 -1.312
C 5.052 -2.344 -2.095
C 3.840 -2.042 -1.485
H 1.987 0.702 -0.092
H 1.897 0.576 1.652
H 0.938 -3.470 -0.613
H 0.977 -1.922 -1.423
H -1.068 -1.980 -2.133
H -2.488 -1.869 -1.119
H -0.899 -4.424 -1.520
H -2.351 -4.004 -2.397
H -2.455 -5.449 -0.095
H -3.750 -4.360 -0.541
H -2.590 -4.199 1.882
H -3.145 -2.757 1.071
H -0.359 -3.963 0.932
H -0.759 -2.639 1.990
H 3.368 -0.387 2.935
H 3.528 -0.818 5.346
H 2.404 -2.797 6.345
H 1.230 -4.412 4.874
H 1.127 -4.034 2.455
H 4.791 -2.295 1.767
H 6.936 -2.816 0.687
H 7.113 -2.868 -1.785
H 5.126 -2.371 -3.178
H 2.978 -1.830 -2.121
C 2.751 3.933 -4.288
C 1.256 3.927 -4.177
C 0.399 3.987 -5.223
C -0.984 4.007 -4.946
N -1.477 3.955 -3.713
C -0.629 3.935 -2.647
S -1.136 3.953 -1.033
N 0.723 3.871 -2.930
C -1.978 4.119 -6.067
H 3.060 3.873 -5.329
H 3.190 3.097 -3.737
H 3.154 4.858 -3.864
H 0.771 4.036 -6.240
H 1.323 3.886 -2.123
H -1.574 3.749 -7.010
H -2.232 5.173 -6.204
H -2.900 3.594 -5.813
*
```

orbital gap (spin up / spin down)	7.5 / 7.3	eV
energy	-3588.661225	Ha
energy relative to the best compared isomer or geometry (same formula, charge and spin)	0.0000	eV

2.
The following is a DFT calculation (ωB97M-V with the def2-TZVPD basis set) of a molecular structure, C43H51AsFI2InN2O7P in a non-equilibrium geometry.

ORCA input file:
```
! wB97M-V def2-TZVPD RIJCOSX def2/J DEFGRID3
* xyz 1 1
In 0.310 0.732 0.715
O -1.536 0.344 3.664
C -0.432 -0.143 3.418
O 0.528 0.461 2.789
C -0.146 -1.556 3.823
C -0.616 -2.001 5.055
C -0.398 -3.307 5.452
C 0.265 -4.185 4.603
C 0.711 -3.753 3.366
C 0.522 -2.432 2.960
P 1.192 -1.891 1.338
C 2.970 -2.159 1.640
C 3.698 -3.245 1.168
C 5.050 -3.357 1.468
C 5.675 -2.401 2.253
C 4.945 -1.326 2.747
C 3.602 -1.201 2.436
C 0.636 -3.147 0.154
C 1.275 -3.263 -1.081
C 0.769 -4.101 -2.059
C -0.393 -4.824 -1.824
C -1.050 -4.696 -0.609
C -0.542 -3.859 0.375
H -1.153 -1.309 5.690
H -0.747 -3.646 6.418
H 0.437 -5.209 4.908
H 1.223 -4.446 2.710
H 3.217 -4.003 0.562
H 5.613 -4.202 1.092
H 6.727 -2.496 2.489
H 5.427 -0.587 3.375
H 3.028 -0.364 2.823
H 2.158 -2.673 -1.296
H 1.271 -4.173 -3.014
H -0.788 -5.478 -2.589
H -1.961 -5.249 -0.422
H -1.071 -3.760 1.314
C -4.437 -0.442 -4.965
C -5.091 -0.672 -3.615
C -6.319 0.205 -3.427
C -7.035 -0.173 -2.142
C -6.078 -0.165 -0.981
C -6.537 -0.030 0.307
C -5.647 0.002 1.380
F -6.157 0.126 2.612
C -4.298 -0.070 1.206
C -3.804 -0.199 -0.103
C -2.369 -0.234 -0.307
O -1.624 -0.139 0.722
C -1.911 -0.389 -1.632
C -2.844 -0.495 -2.638
N -4.163 -0.434 -2.473
C -4.686 -0.270 -1.191
C -0.464 -0.505 -2.071
O -0.236 -0.799 -3.235
O 0.450 -0.285 -1.189
H -5.203 -0.550 -5.732
H -3.654 -1.162 -5.192
H -4.025 0.566 -5.039
H -5.401 -1.720 -3.540
H -6.977 0.077 -4.286
H -6.009 1.254 -3.404
H -7.474 -1.169 -2.249
H -7.859 0.511 -1.937
H -7.597 0.063 0.507
H -3.611 -0.030 2.040
H -2.466 -0.653 -3.636
C 5.089 -0.185 -1.914
C 4.066 -0.096 -0.789
As 2.782 1.378 -0.903
C 2.382 1.348 -2.817
C 1.333 2.350 -3.279
C 4.094 2.857 -0.807
C 3.554 4.277 -0.677
H 5.780 -1.007 -1.718
H 5.686 0.723 -2.004
H 4.617 -0.378 -2.877
H 4.556 0.002 0.180
H 3.474 -1.009 -0.739
H 2.046 0.334 -3.031
H 3.335 1.519 -3.320
H 0.372 2.145 -2.808
H 1.189 2.265 -4.357
H 1.619 3.382 -3.064
H 4.687 2.774 -1.720
H 4.771 2.618 0.017
H 2.802 4.495 -1.436
H 4.361 5.000 -0.798
H 3.102 4.461 0.299
C -1.777 4.049 -1.572
C -0.700 3.511 -0.684
N 0.159 4.356 -0.138
O -0.618 2.278 -0.501
H -1.368 4.750 -2.299
H -2.507 4.576 -0.954
H -2.264 3.224 -2.083
H -0.017 5.346 -0.185
H 0.803 4.000 0.566
I -1.958 2.694 2.925
I -2.478 5.261 2.253
C 2.610 2.701 4.034
C 1.797 3.527 3.064
O 1.688 2.878 1.773
H 2.664 3.206 4.999
H 3.635 2.571 3.674
H 2.155 1.722 4.173
H 2.242 4.515 2.916
H 0.775 3.658 3.409
H 2.573 2.610 1.497
*
```

orbital gap	8.0	eV
energy	-5767.879286	Ha
energy relative to the best compared isomer or geometry (same formula, charge and spin)	0.0400	eV